# 1
Computed, not measured: C12H11N2O9Ti as an isolated structure at a distorted geometry, with ωB97M-V with the def2-TZVPD basis set.

Structure (XYZ):
```
35
Properties=species:S:1:pos:R:3:lowdin_charge:R:1
Ti -0.36182 0.06666 0.55666 1.0802
O 1.11284 -2.82276 -1.83106 0.2585
C 0.47321 -1.84775 -1.29173 -0.3823
O 0.41731 -1.63182 -0.09094 0.0341
C -0.26663 -0.89463 -2.18799 -0.1213
C -0.25160 -0.82539 -3.55987 0.0906
C -0.91805 0.24052 -4.15672 0.0442
C -1.53772 1.19333 -3.36476 0.0738
C -1.49462 1.03444 -1.99212 -0.1128
N -0.89895 -0.01305 -1.44102 0.0544
C -1.98277 1.96519 -0.90394 -0.3774
O -2.65824 3.04881 -1.13985 0.2517
O -1.70653 1.65942 0.24433 0.0396
H 1.58169 -3.35196 -1.15563 0.1885
H 0.27703 -1.56792 -4.14369 0.1505
H -0.93285 0.34062 -5.23466 0.1432
H -2.02752 2.04184 -3.82793 0.1410
H -2.84713 3.20720 -2.07955 0.1546
O 0.56017 -0.45478 4.55456 0.2233
C 0.81759 -0.67098 3.29704 -0.4200
O -0.07695 -0.85323 2.46865 -0.0211
C 2.31484 -0.74782 3.02744 -0.0580
O 2.70304 -0.39612 1.72084 -0.0839
C 2.86232 1.00046 1.43670 -0.0381
C 1.47297 1.35157 0.98200 -0.5097
O 0.55840 1.51731 1.82547 0.0257
O 1.11451 1.09458 -0.23893 -0.0316
H -0.40293 -0.46069 4.71065 0.1746
H 2.56667 -1.80169 3.14123 0.1657
H 2.84807 -0.18812 3.79352 0.1574
H 3.59284 1.09318 0.64394 0.1500
H 3.15777 1.56927 2.31570 0.1538
N -3.40052 -1.31354 1.31606 0.2362
C -2.38341 -0.86715 1.02363 0.0302
H -4.28300 -1.71498 1.58199 0.1347
```

Computed properties:
HOMO (alpha / beta): -14.90 / -16.70 eV
F_max: 2.6 eV/Å
Energy above the lowest of the compared OMol25 structures with the same formula, charge and spin: 0.794 eV
Spin multiplicity: 2
⟨S²⟩: 0.753
Frontier orbital gap (alpha / beta): 7.3251 / 9.0170 eV
Charge: +2

***

# 2
Computed, not measured: C14H32CdF8N7O11PS4 as an isolated structure at a distorted geometry, with ωB97M-V with the def2-TZVPD basis set.

Structure (XYZ):
```
78
Properties=species:S:1:pos:R:3:lowdin_charge:R:1
Cd -0.13667 -0.20735 0.64497 1.4422
C 1.26990 -4.19090 1.42887 -0.7431
F 2.19243 -3.47830 1.93574 0.2120
F 1.87230 -5.18739 0.80643 0.1471
F 0.49835 -4.70803 2.34045 0.1762
S 0.24031 -3.35402 0.03367 0.6759
O 1.08167 -2.31839 -0.57575 -0.3765
O -0.25762 -4.41407 -0.80890 -0.2597
N -0.90201 -2.41486 0.88226 -0.3718
S -2.27359 -3.18976 1.26319 0.5947
O -3.41154 -2.67394 0.54635 -0.2727
O -2.19971 -4.58193 1.60606 -0.2581
C -2.39327 -2.41914 2.96035 -0.6894
F -2.23514 -1.12090 3.06498 0.1346
F -3.62543 -2.64107 3.38146 0.1526
F -1.47883 -2.91619 3.81960 0.1040
N -1.31281 1.68795 1.34812 -0.4060
S -0.60906 3.00481 1.96862 0.4995
O -1.09866 3.19958 3.30747 -0.2548
O -0.62723 4.08024 0.98285 -0.2806
F 0.80077 2.50023 2.03259 -0.1369
S -2.80074 1.65042 1.03089 0.3788
O -3.05388 2.64426 0.06525 -0.2415
O -3.51054 1.53262 2.23468 -0.2240
F -2.78577 0.26926 0.35151 -0.1877
C 2.94640 1.02105 0.67326 -0.3173
O 2.10607 0.17951 0.39520 -0.0869
N 3.17316 2.21510 0.08761 -0.1554
C 4.38632 2.90951 0.49273 -0.0493
C 2.29832 2.80251 -0.91812 -0.0339
H 3.70549 0.83828 1.43568 0.1250
H 4.89327 2.40393 1.34662 0.0952
H 4.15054 3.98246 0.66435 0.1014
H 5.13732 2.96734 -0.30667 0.0897
H 2.00456 3.86416 -0.82826 0.1078
H 2.68587 2.79121 -1.92040 0.0842
H 1.40887 2.14568 -0.94862 0.0551
C 0.83522 -1.09486 3.72455 -0.3196
O 0.38236 -0.51925 2.75442 -0.0893
N 1.69012 -0.63939 4.61829 -0.1607
C 1.86926 -1.32173 5.85982 -0.0464
C 2.21963 0.69297 4.48321 -0.0170
H 0.54586 -2.14565 3.98943 0.1382
H 2.93866 -1.30985 6.14615 0.1035
H 1.56083 -2.36220 5.81196 0.0947
H 1.39141 -0.86186 6.71244 0.0935
H 3.11892 0.67558 3.81933 0.1042
H 1.51743 1.36570 3.98424 0.0750
H 2.35346 1.20110 5.41301 0.0901
O -0.25806 0.93520 -1.19757 -0.4016
P -0.89049 0.52088 -2.50142 0.5688
N -1.60228 1.81727 -3.22340 -0.2812
C -2.60983 1.80560 -4.24142 -0.1358
C -1.00923 3.16374 -2.94672 -0.0493
N -2.04517 -0.70168 -2.66305 -0.2859
C -1.61998 -2.10919 -2.59675 -0.0868
C -3.44757 -0.50199 -2.42287 -0.1108
N 0.38878 0.10229 -3.45244 -0.2845
C 0.08624 -0.37056 -4.82749 -0.0857
C 1.58257 -0.56311 -2.93564 -0.1091
H -3.53555 2.30867 -3.96610 0.0908
H -2.86174 0.79325 -4.54906 0.0694
H -2.19740 2.34177 -5.10410 0.0902
H 0.02669 3.14418 -3.27976 0.0734
H -0.91943 3.30411 -1.87944 0.0582
H -1.58833 3.94683 -3.43685 0.0924
H -1.90101 -2.56764 -3.56152 0.0997
H -0.54031 -2.19802 -2.46638 0.0474
H -2.18484 -2.64586 -1.82303 0.0710
H -3.71749 -0.97664 -1.46712 0.0727
H -3.65856 0.54402 -2.40118 0.0658
H -3.99261 -1.05600 -3.17291 0.0938
H -0.84967 -0.08655 -5.23667 0.0500
H 0.82772 0.09370 -5.51299 0.0933
H 0.22558 -1.48284 -4.79280 0.0969
H 1.88002 -0.02280 -2.05891 0.0450
H 2.35171 -0.46200 -3.70788 0.0910
H 1.49770 -1.63103 -2.71645 0.0642
```

Computed properties:
HOMO: -9.09 eV
F_max: 5.6 eV/Å
Frontier orbital gap: 9.2481 eV